Entry 1:
Molecular formula: C30H48LuN7O2STe2
Method: DFT, ωB97M-V with the def2-TZVPD basis set

Geometry as XYZ:
```
91
Properties=species:S:1:pos:R:3:forces:R:3
Lu 1.12508 1.65069 1.75227 -0.67 -1.18 -0.97
N -0.90519 -0.04473 1.99106 -0.01 -0.29 0.01
C -0.50411 -1.38915 2.44094 -0.37 -0.15 0.20
C 0.46085 -2.03422 1.46684 0.84 -0.09 0.05
N 1.43172 -1.02485 0.99158 0.03 -0.27 -0.58
C 2.79296 -1.53516 0.73306 -0.33 -0.36 0.44
C 3.66242 -1.25168 1.94754 0.91 -0.12 -0.01
N 3.70617 0.18854 2.18500 -0.27 0.00 -0.03
H -1.57449 0.36260 2.64092 0.18 0.05 -0.08
H -1.37877 -0.12808 1.08844 0.18 0.20 0.12
H -1.35339 -2.08018 2.54872 -0.07 0.16 0.10
H -0.02190 -1.31187 3.42151 -0.05 0.21 -0.19
H -0.06289 -2.52766 0.63129 0.04 0.24 0.04
H 0.98708 -2.84838 2.01762 -0.15 0.52 -0.39
H 1.08689 -0.63348 0.11147 0.11 -0.12 0.44
H 3.26641 -1.06739 -0.14846 -0.53 0.10 0.35
H 2.76734 -2.62626 0.53918 0.07 0.34 0.02
H 4.67089 -1.64809 1.69934 -0.28 -0.08 0.29
H 3.30786 -1.78561 2.85648 0.01 0.35 -0.49
H 4.03079 0.68450 1.35420 -0.08 0.07 0.24
H 4.25521 0.46994 2.99590 -0.04 -0.15 -0.42
Te 3.03151 3.42744 2.99514 1.22 1.49 -0.19
C 2.05016 3.56260 6.64848 0.44 -0.06 0.02
C 1.17229 2.73062 5.71559 -0.12 0.00 0.28
S 2.19117 1.51663 4.81201 -2.05 -1.42 -0.17
O 1.21149 0.87009 3.76355 1.20 0.18 2.51
C 2.11079 0.14136 6.09096 0.13 0.22 0.07
C 0.68439 -0.36992 6.36127 -0.03 -0.27 0.66
H 1.46411 4.37472 7.09364 0.07 -0.19 -0.09
H 2.87184 4.01701 6.06166 -0.38 -0.16 0.29
H 2.48731 2.96772 7.47010 -0.17 0.19 -0.29
H 0.71656 3.38155 4.95655 0.13 -0.50 0.06
H 0.39489 2.15575 6.24757 0.26 0.34 -0.27
H 2.56441 0.53596 7.02702 -0.10 -0.22 -0.63
H 2.78767 -0.63603 5.66880 -0.54 0.48 0.27
H 0.19888 0.19937 7.18312 0.35 -0.29 -0.49
H 0.73925 -1.42462 6.70856 -0.11 0.56 -0.28
H 0.02241 -0.30837 5.48714 0.41 -0.07 0.14
C 1.28903 3.21884 -1.86180 0.70 0.96 0.00
C 1.21937 2.37822 -0.62312 -0.54 -0.90 0.27
O -0.02474 2.32334 -0.00278 0.77 0.75 -0.53
N 2.16468 1.63622 -0.20152 0.35 0.24 -0.12
Te -0.33023 0.24397 -1.68224 -0.74 -0.89 -1.18
C 0.29508 -1.66957 -2.56714 -0.50 0.34 -0.11
C -0.54797 -2.79938 -2.57742 0.58 0.32 -0.21
C -1.96967 -2.75168 -2.07498 -0.39 -0.60 0.08
C -0.05013 -3.99829 -3.11207 0.29 0.09 0.02
C 1.25189 -4.09833 -3.62990 -0.41 0.68 0.30
C 1.76757 -5.38863 -4.19469 0.25 -0.48 -0.25
C 2.05857 -2.94753 -3.62752 -0.25 -0.03 0.12
C 1.59002 -1.72734 -3.12361 -0.28 -0.06 0.09
C 2.46847 -0.49561 -3.20354 0.50 0.07 0.04
C -2.20634 0.46998 -2.75466 0.22 -0.36 0.00
C -2.21029 0.37315 -4.16311 0.22 0.26 0.68
C -0.92163 0.23590 -4.95459 0.01 -0.05 -0.64
C -3.43146 0.49244 -4.83215 -0.24 0.00 0.23
C -4.64298 0.70961 -4.14597 0.80 -0.02 0.15
C -5.93873 0.85930 -4.89634 -0.26 0.00 -0.26
C -4.59548 0.82563 -2.75036 0.22 -0.14 -0.08
C -3.39318 0.71271 -2.04048 0.19 -0.05 -0.24
C -3.38700 0.88152 -0.53504 -0.29 0.02 0.14
H 1.84420 2.68809 -2.64106 -0.19 -0.06 0.11
H 1.90401 4.10867 -1.62108 -0.35 -0.21 -0.14
H 0.31623 3.54390 -2.21793 -0.12 -0.01 -0.03
H -2.09768 -2.14206 -1.16431 0.18 -0.09 -0.42
H -2.25861 -3.78953 -1.82355 -0.11 0.44 -0.10
H -2.68278 -2.37488 -2.84114 0.50 -0.12 0.44
H -0.70142 -4.87942 -3.09296 0.26 0.21 -0.09
H 1.18239 -6.25867 -3.82846 0.40 0.50 -0.21
H 2.83132 -5.51647 -3.91483 -0.52 -0.11 -0.14
H 1.72206 -5.39025 -5.30470 -0.01 -0.01 0.57
H 3.08324 -2.98314 -4.01929 -0.40 -0.11 0.07
H 3.42454 -0.77867 -3.67064 -0.18 0.13 0.18
H 2.68727 -0.04400 -2.21285 -0.18 -0.18 -0.45
H 2.03894 0.31602 -3.82100 -0.05 -0.46 0.30
H -0.40540 -0.73899 -4.82816 -0.35 0.58 0.14
H -0.18972 1.04891 -4.74052 -0.56 -0.55 0.09
H -1.18616 0.30963 -6.02203 0.19 0.01 0.24
H -3.40809 0.41774 -5.92361 -0.22 0.07 0.28
H -5.77095 0.67693 -5.97625 -0.22 0.06 0.55
H -6.35320 1.88048 -4.78232 0.18 -0.50 -0.04
H -6.69338 0.14243 -4.51723 0.30 0.36 -0.26
H -5.50667 0.98951 -2.16940 0.14 0.06 -0.29
H -4.34733 1.31061 -0.20714 0.34 -0.14 -0.06
H -2.59268 1.57403 -0.21248 -0.18 -0.25 -0.08
H -3.25439 -0.08961 -0.01109 -0.01 0.43 -0.33
N -0.52101 3.01623 2.72397 -1.92 0.97 -0.52
C -1.55554 3.54222 2.46265 0.84 -0.47 0.46
N -2.71244 4.11236 2.41839 0.34 -0.17 -0.36
C -3.44341 4.44615 1.36415 -1.20 0.55 -0.65
N -4.25828 4.81594 0.59381 1.66 -0.79 1.22
```
Positions in Å, forces in eV/Å.

Values from the calculation:
**Frontier orbital gap (alpha / beta)**: 6.25 / 5.74 eV
**<S²>**: 0.76
**Energy relative to the best compared isomer or geometry (same formula, charge and spin)**: 0.0 kcal/mol
**Net charge**: -1
**Spin multiplicity**: 2


Entry 2:
Molecular formula: C21H21N2
Method: DFT, ωB97M-V with the def2-TZVPD basis set

Geometry as XYZ:
```
44
Properties=species:S:1:pos:R:3:forces:R:3
C -2.82819 0.10591 3.34211 -0.07 -0.09 0.10
C -1.34236 -0.03288 3.16300 0.45 0.09 0.00
C -0.51703 1.08752 3.09221 0.76 0.25 -0.22
C 0.86454 0.97149 2.84554 -0.56 0.78 -0.15
C 1.42871 -0.27558 2.65839 -0.05 -0.10 -0.30
N 2.83321 -0.38897 2.22507 0.87 0.19 -0.53
C 0.65734 -1.41329 2.83188 -0.71 -0.36 -0.16
C -0.72366 -1.27802 3.08757 0.54 -0.25 -0.24
H -3.28940 -0.88368 3.39825 -0.03 0.20 0.09
H -3.03818 0.65874 4.26545 -0.07 -0.15 -0.17
H -3.30473 0.64625 2.51304 0.26 -0.08 0.17
H -0.96186 2.07692 3.19766 0.21 -0.18 -0.02
H 1.48583 1.87271 2.75362 -0.34 -0.33 0.07
H 3.26220 -1.25199 2.60837 -0.15 0.67 -0.24
H 3.38384 0.42908 2.52837 -0.28 -0.57 0.40
H 1.08998 -2.41166 2.72098 -0.12 0.29 0.06
H -1.35502 -2.15863 3.19084 0.33 0.02 -0.03
C 3.34529 0.99027 0.00090 -0.81 0.50 -0.39
C 3.32751 -0.39639 0.55964 1.31 -1.82 1.09
N 4.61484 -1.06546 0.54326 -1.84 1.46 0.05
C 4.81547 -2.36787 0.06604 0.29 -0.34 -0.29
C 3.88609 -3.23900 -0.49056 0.36 -0.46 0.11
C 4.38830 -4.47165 -0.93868 0.12 0.26 0.23
C 5.74771 -4.80599 -0.81123 0.13 0.17 0.09
C 6.66449 -3.89909 -0.26830 -0.49 -0.11 -0.17
C 6.19932 -2.65031 0.12376 -0.92 -0.62 -0.11
C 6.86421 -1.47406 0.60095 -0.14 0.56 0.48
C 5.87237 -0.47599 0.80598 0.98 -0.34 -0.13
C 6.25327 0.80899 1.18656 0.17 -0.03 0.23
C 7.61642 1.03688 1.46463 -0.28 -0.27 -0.08
C 8.58006 0.02271 1.33199 -0.22 -0.07 -0.05
C 8.20623 -1.24761 0.88369 -0.22 0.57 0.14
H 2.37336 1.12880 -0.46690 -0.07 0.34 -0.04
H 3.47808 1.82231 0.70968 0.14 -0.46 -0.17
H 4.09370 1.04070 -0.80270 -0.12 0.06 0.42
H 2.53770 -1.04964 0.15965 0.54 0.33 -0.04
H 2.82643 -2.98159 -0.57095 0.37 -0.24 -0.05
H 3.71506 -5.19621 -1.38387 0.03 0.12 0.04
H 6.09715 -5.78086 -1.15811 -0.17 0.32 0.14
H 7.71688 -4.12756 -0.14020 -0.10 -0.16 -0.22
H 5.52056 1.61199 1.25264 0.39 -0.10 0.18
H 7.93067 2.02093 1.81359 -0.13 -0.24 -0.20
H 9.62373 0.23216 1.57571 -0.38 -0.04 -0.08
H 8.91459 -2.06356 0.77160 0.03 0.25 -0.01
```
Positions in Å, forces in eV/Å.

Values from the calculation:
**Frontier orbital gap**: 8.41 eV
**SMILES**: Cc1ccc([NH2+][C@@H](C)n2c3ccccc3c3ccccc32)cc1
**Energy relative to the best compared isomer or geometry (same formula, charge and spin)**: 0.0 kcal/mol
**Net charge**: +1


Entry 3:
Molecular formula: H2N2O3S
Method: DFT, ωB97M-V with the def2-TZVPD basis set

Geometry as XYZ:
```
8
Properties=species:S:1:pos:R:3:forces:R:3
N -2.44225 -0.19396 -0.35622 1.02 1.70 -1.81
N 1.83332 0.07641 0.15984 0.31 -0.75 0.70
O 1.31568 0.74341 1.06749 -0.83 0.26 -0.20
O 3.00143 0.20300 -0.12427 -0.51 -0.43 -0.64
O 1.08157 -0.85062 -0.40600 -0.20 1.13 0.18
S -1.09114 -0.06911 0.29310 1.72 0.47 -0.38
H -3.12961 -0.81588 -0.06613 -1.15 -1.63 1.23
H -0.56901 0.90675 -0.56781 -0.37 -0.76 0.92
```
Positions in Å, forces in eV/Å.

Values from the calculation:
**Frontier orbital gap (alpha / beta)**: 7.43 / 7.43 eV
**Energy relative to the best compared isomer or geometry (same formula, charge and spin)**: 102.2 kcal/mol


Entry 4:
Molecular formula: C7H30NO8
Method: DFT, ωB97M-V with the def2-TZVPD basis set

Geometry as XYZ:
```
46
Properties=species:S:1:pos:R:3:forces:R:3
C 2.68567 0.23042 -1.65440 -2.04 1.35 -0.64
C 1.42585 0.17070 -0.72311 0.81 -0.10 0.57
C 1.07689 1.59712 -0.30857 -0.02 0.36 -0.47
C -0.23306 1.68861 0.46665 1.20 0.29 0.02
C -0.26121 1.04822 1.62457 -1.96 0.29 0.86
C -1.42183 1.23244 2.56186 1.48 0.39 0.91
C -2.46050 0.43660 2.66252 -1.85 -1.38 -0.99
N 0.20736 -0.29378 -1.41626 2.20 -0.96 -4.67
H 3.15272 -0.69424 -1.96015 0.23 -0.19 0.45
H 3.31520 1.01250 -1.24467 0.73 -0.60 0.50
H 2.36791 0.76979 -2.57292 -0.02 -0.51 0.13
H 1.64324 -0.51940 0.11786 -0.31 0.68 -0.21
H 1.88724 1.95551 0.30798 0.28 0.16 0.37
H 1.11394 2.23693 -1.22927 -0.38 -0.58 0.50
H -1.02821 2.38396 0.18302 0.19 -0.33 -0.06
H 0.52733 0.44574 2.04544 0.53 -0.06 -0.32
H -1.17943 1.99373 3.34210 -0.68 -0.36 -0.63
H -3.37575 0.48902 3.23586 0.45 0.89 1.02
H -2.67477 -0.43419 2.02560 0.97 0.41 -0.38
H 0.25945 -1.29716 -1.73036 -0.58 0.57 1.45
H 0.37067 0.05842 -2.41285 -1.00 0.12 1.18
H -0.71266 -0.02505 -1.09317 -0.01 -0.17 0.52
H 1.45916 3.99161 -0.66129 0.03 0.21 0.03
H 1.77102 5.20810 -1.54000 -0.08 -0.05 0.23
O 1.46396 4.95583 -0.65873 0.07 -0.02 -0.22
H -2.27161 -5.07738 0.69541 0.36 0.05 0.08
H -2.97520 -4.53626 -0.51114 0.18 0.14 -0.17
O -2.10821 -4.52202 -0.08069 -0.85 -0.73 0.15
H 1.49767 -3.75670 2.01462 -0.14 -0.11 -0.75
H 1.59355 -2.94126 3.21725 -0.87 0.21 -0.52
O 1.16234 -2.88538 2.30769 0.64 -0.40 1.42
H -0.15180 -2.36916 0.61566 0.07 0.23 0.10
H -0.55176 -3.51386 -0.24206 -0.28 0.27 -0.27
O -0.46721 -2.54303 -0.28798 0.47 -0.31 0.30
H 3.47925 -0.44387 2.54646 -0.46 -0.85 0.27
H 2.08616 -1.36931 2.57410 1.06 -0.04 -0.25
O 2.53445 -0.52818 2.36664 -0.33 1.27 -0.39
H -1.76172 -2.11110 -1.77005 -0.24 -0.41 -0.13
H -2.28217 -2.05012 -3.29918 0.01 -0.18 0.61
O -1.68409 -1.68412 -2.63627 0.08 0.49 -0.47
H -2.69385 4.56282 1.51275 0.08 -0.82 0.47
H -3.04257 2.98837 1.80562 0.59 0.23 0.53
O -3.20089 3.77313 1.28233 -0.62 0.54 -1.04
H 0.47884 -0.85088 -4.95380 -0.32 0.07 0.23
H 1.86245 -0.72577 -4.39248 -0.02 0.14 0.26
O 0.94390 -0.50938 -4.17944 0.38 -0.20 -0.56
```
Positions in Å, forces in eV/Å.

Values from the calculation:
**Frontier orbital gap (alpha / beta)**: 2.30 / 9.89 eV
**<S²>**: 0.75
**Energy relative to the best compared isomer or geometry (same formula, charge and spin)**: 24.5 kcal/mol
**Spin multiplicity**: 2


Entry 5:
Molecular formula: C3H6OS
Method: DFT, ωB97M-V with the def2-TZVPD basis set

Geometry as XYZ:
```
11
Properties=species:S:1:pos:R:3:forces:R:3
O 0.97168 1.40283 -0.92880 -0.14 0.12 0.25
C 0.66297 0.29176 -1.25885 0.00 0.14 -0.35
C 0.01813 -0.70368 -0.31511 0.59 -0.18 -0.15
C -0.03183 -0.14772 1.08730 0.47 0.24 0.26
S -1.41751 0.88195 1.46003 -0.01 -0.18 0.12
H 0.86815 -0.07690 -2.27165 -0.05 -0.07 -0.13
H -0.96233 -0.99799 -0.68817 0.05 -0.25 -0.10
H 0.69630 -1.57360 -0.35405 -0.48 0.03 0.17
H 0.76709 0.62247 1.19019 0.08 -0.02 -0.09
H 0.19144 -0.85063 1.89689 -0.50 0.07 0.01
H -1.76407 1.15151 0.18222 -0.02 0.10 0.01
```
Positions in Å, forces in eV/Å.

Values from the calculation:
**Frontier orbital gap (alpha / beta)**: 10.52 / 5.61 eV
**<S²>**: 0.75
**Energy relative to the best compared isomer or geometry (same formula, charge and spin)**: 0.4 kcal/mol
**Net charge**: +1
**Spin multiplicity**: 2


Entry 6:
Molecular formula: C3H9NO2
Method: DFT, ωB97M-V with the def2-TZVPD basis set

Geometry as XYZ:
```
15
Properties=species:S:1:pos:R:3:forces:R:3
C -0.33489 0.46390 -0.43188 -1.43 2.01 -0.79
C 0.74616 1.48050 -0.55169 -0.19 -1.86 0.52
C 2.13163 1.30380 -0.32711 -0.20 1.21 -0.70
N 2.74568 0.17691 -0.36394 2.88 -0.87 1.15
O -2.92257 -1.01546 0.67105 -2.25 -1.26 -0.83
H -1.06122 0.96638 -1.10570 -0.30 -0.98 0.12
H -0.19702 -0.55283 -0.71451 0.69 -0.73 -0.16
H -0.93292 0.37409 0.49606 0.69 0.22 0.02
H 2.59986 2.29069 -0.25565 0.72 -0.07 0.21
H 0.39708 2.38746 -1.00515 0.33 0.79 0.33
H -0.52776 -2.75763 1.56637 -0.51 0.59 -0.42
H 3.83634 0.22025 -0.10547 -3.09 0.40 -0.82
H -3.61444 -1.55848 0.17258 1.50 1.15 1.06
H -2.02107 -1.74522 0.96483 0.31 0.67 -0.43
O -0.84486 -2.03435 0.99020 0.86 -1.28 0.72
```
Positions in Å, forces in eV/Å.

Values from the calculation:
**Frontier orbital gap (alpha / beta)**: 7.49 / 6.71 eV
**<S²>**: 0.77
**Energy relative to the best compared isomer or geometry (same formula, charge and spin)**: 41.9 kcal/mol
**Net charge**: -1
**Spin multiplicity**: 2


Which value of energy relative to the best compared isomer or geometry (same formula, charge and spin) does entry 5 give?
0.4 kcal/mol